Run A
Formula: C2H2N2O4
Source: the OMol25 dataset
Level of theory: wB97M-V/def2-TZVPD

Cartesian coordinates (Å):
1 C 0.37445 0.49340 -0.44229
2 C -2.64913 -0.46996 3.68834
3 N -0.59688 1.10141 -0.28950
4 N 2.05292 -2.61922 0.37059
5 O -2.80539 0.35678 4.46324
6 O 2.10992 -1.91524 -0.81242
7 O -2.48763 -1.28658 2.90362
8 O 2.63318 -3.65598 0.34434
9 H -1.48119 1.55408 -0.19083
10 H 1.60263 -1.08498 -0.68117

## Properties
Orbital gap (eV): 10.04

Run B
Formula: C2H2N2O4
Source: the OMol25 dataset
Level of theory: wB97M-V/def2-TZVPD

Cartesian coordinates (Å):
1 O 2.56484 -0.03746 -0.48304
2 C 1.37563 0.03720 -0.06937
3 N 0.59920 -0.93744 0.63316
4 O -0.67096 -1.17037 -0.05546
5 C -1.37425 -0.09082 -0.25392
6 O -2.51409 0.01634 -0.31688
7 N -0.70290 0.95751 0.30539
8 O 0.71993 1.20319 0.12153
9 H 1.13286 -1.88468 0.58447
10 H -1.21294 1.97233 0.65619

## Properties
SMILES: O=C1NOC(=O)NO1
Orbital gap (eV): 10.36

Run C
Formula: C2H2N2O4
Source: the OMol25 dataset
Level of theory: wB97M-V/def2-TZVPD

Cartesian coordinates (Å):
1 O 0.22172 -0.24855 -1.84392
2 C -0.01248 -0.11594 -0.63574
3 C -0.68967 -0.88494 0.24518
4 O -0.97172 -2.20232 -0.18174
5 N -0.63669 -0.49852 1.48320
6 O 0.13065 0.63264 1.56699
7 N 0.29834 0.98588 0.23780
8 O 1.56367 1.58669 0.10691
9 H -1.30090 -1.86917 -1.26254
10 H 1.39710 2.61424 0.28388

## Properties
SMILES: O=c1c(O)non1O
Orbital gap (eV): 9.69

Winner for stability: run A

Run A
Formula: H18O9
Source: the OMol25 dataset
Level of theory: wB97M-V/def2-TZVPD

Cartesian coordinates (Å):
1 O 1.81388 0.77952 -3.50136
2 H 1.24841 0.06908 -3.16836
3 H 2.33988 0.38949 -4.20461
4 O 0.69439 2.34410 1.02761
5 H 0.15926 2.73906 1.72370
6 H 1.58293 2.30478 1.39516
7 O -2.84205 1.74268 -0.59596
8 H -2.34460 2.26577 0.03854
9 H -2.32580 0.93523 -0.68265
10 O 0.72623 -1.44466 3.31780
11 H 0.51527 -0.50352 3.30423
12 H 1.64512 -1.49719 3.59168
13 O 3.10565 0.44418 -0.94050
14 H 2.40558 0.45663 -0.28159
15 H 2.65353 0.63279 -1.77743
16 O -1.96423 -3.09754 -0.98341
17 H -1.45561 -2.60733 -0.32540
18 H -1.87727 -4.01818 -0.72123
19 O -1.01559 0.79293 3.31959
20 H -1.74622 1.14877 3.83283
21 H -1.39598 0.06057 2.81880
22 O -0.20357 -1.01150 -2.49335
23 H -1.16625 -1.06248 -2.48713
24 H 0.07775 -1.93270 -2.46342
25 O -0.29222 -0.28444 0.31382
26 H -0.26255 -0.26458 -0.65151
27 H -0.07595 0.61858 0.59416

## Properties
SMILES: O.O.O.O.O.O.O.O.O
Orbital gap (eV): 10.92

Run B
Formula: H18O9
Source: the OMol25 dataset
Level of theory: wB97M-V/def2-TZVPD

Cartesian coordinates (Å):
1 O 4.05507 10.99773 -10.26984
2 H 4.57514 11.26628 -11.05018
3 H 3.68769 10.14083 -10.50413
4 O 1.39760 12.25883 -11.84501
5 H 1.18111 11.45459 -12.32566
6 H 2.35483 12.34179 -11.92939
7 O 4.96987 9.87684 -14.66498
8 H 5.63907 10.33758 -15.20089
9 H 4.85003 10.42916 -13.87461
10 O 7.67859 10.92593 -12.61500
11 H 8.33914 10.60081 -11.98994
12 H 7.33270 10.13068 -13.04624
13 O 8.81599 13.39003 -12.67536
14 H 8.52520 12.45784 -12.75533
15 H 8.36253 13.85425 -13.38593
16 O 7.21065 11.05625 -15.79942
17 H 7.69167 11.73770 -15.31900
18 H 7.89473 10.52102 -16.21557
19 O 4.95806 11.91214 -12.69750
20 H 5.92522 11.85890 -12.69868
21 H 4.75360 12.77670 -13.08541
22 O 3.60132 14.25374 -13.53751
23 H 3.27630 15.12052 -13.27617
24 H 2.96200 13.93751 -14.18573
25 O 6.82301 13.55553 -10.47456
26 H 6.39115 14.41199 -10.53933
27 H 7.58957 13.61774 -11.06094

## Properties
SMILES: O.O.O.O.O.O.O.O.O
Orbital gap (eV): 10.17

Winner for stability: run A

Run A
Formula: H18O9
Source: the OMol25 dataset
Level of theory: wB97M-V/def2-TZVPD

Cartesian coordinates (Å):
1 O -2.56107 -0.89200 2.53704
2 H -1.69307 -0.82200 2.94004
3 H -3.00707 -1.16600 3.30204
4 O 0.37593 0.66000 0.45504
5 H 0.15993 0.90200 1.37004
6 H -0.40507 1.01200 -0.00596
7 O 2.81493 -0.40800 0.56704
8 H 1.96093 -0.03000 0.43304
9 H 3.07693 -0.63200 -0.34696
10 O 0.04493 -1.32600 3.51704
11 H 0.96293 -1.35500 3.80104
12 H 0.00293 -1.62200 2.58904
13 O -1.40607 1.62000 -3.20896
14 H -1.79107 1.76800 -2.32996
15 H -2.13207 1.63500 -3.81696
16 O -0.22907 -1.96700 0.73204
17 H 0.27393 -2.59300 0.23604
18 H 0.04493 -1.10600 0.44004
19 O 0.79793 -0.19000 -2.30796
20 H 0.89193 -1.13200 -2.47196
21 H 0.10493 0.16400 -2.85596
22 O -2.08507 1.07700 -0.48696
23 H -2.17307 0.15100 -0.74796
24 H -2.68207 1.11500 0.22904
25 O 2.71293 2.05100 -1.60196
26 H 3.62493 1.85700 -1.38596
27 H 2.31393 1.22900 -1.58096

## Properties
SMILES: O.O.O.O.O.O.O.O.O
Orbital gap (eV): 10.81

Run B
Formula: H18O9
Source: the OMol25 dataset
Level of theory: wB97M-V/def2-TZVPD

Cartesian coordinates (Å):
1 O 0.26623 0.72761 -0.65506
2 H 0.19322 -0.02022 0.04876
3 H -0.57410 1.15709 -0.44214
4 O 3.99179 -1.15618 -0.11482
5 H 4.80810 -0.88460 -0.57591
6 H 3.39219 -0.62480 -0.61407
7 O 1.83687 2.40652 0.49832
8 H 2.46693 3.19695 0.71130
9 H 2.27706 1.69627 0.90898
10 O -2.68030 -1.30341 -1.96008
11 H -3.39906 -1.81002 -1.52045
12 H -1.90809 -1.86019 -2.00734
13 O 2.81180 -2.81631 -0.76946
14 H 2.33204 -3.36890 -0.10425
15 H 2.09987 -2.45173 -1.22790
16 O 0.30540 -1.30628 1.60538
17 H 0.82131 -1.11391 2.37964
18 H 0.09636 -2.26926 1.78557
19 O -3.80998 -1.00249 1.58071
20 H -4.39781 -1.20691 0.74829
21 H -4.50857 -1.12038 2.23719
22 O -3.33726 0.85705 -0.77897
23 H -2.89970 1.40878 -1.43137
24 H -2.58116 0.77726 -0.09951
25 O 0.58191 4.02916 -0.38624
26 H 1.52014 4.28324 -0.26760
27 H 0.29483 3.77567 0.45103

## Properties
SMILES: O.O.O.O.O.O.O.O.O
Orbital gap (eV): 9.82

Run C
Formula: H18O9
Source: the OMol25 dataset
Level of theory: wB97M-V/def2-TZVPD

Cartesian coordinates (Å):
1 O -1.12697 0.59706 -3.94652
2 H -0.82421 1.41700 -4.33672
3 H -1.65561 0.18647 -4.63077
4 O -4.48107 3.37261 -3.00426
5 H -4.30238 2.59599 -2.47401
6 H -4.40947 4.10381 -2.39069
7 O 0.45114 -3.31069 4.15670
8 H -0.12570 -3.54166 3.42860
9 H -0.01860 -3.60409 4.93741
10 O 1.10358 4.17014 0.88566
11 H 1.46813 4.13325 1.76994
12 H 0.67641 3.32185 0.76659
13 O 3.25071 -0.03871 0.28227
14 H 3.05150 -0.59647 -0.46971
15 H 2.53155 0.59237 0.31016
16 O -0.64580 0.42100 0.26415
17 H -0.80031 0.37509 -0.67937
18 H -0.89048 -0.44520 0.58983
19 O 2.60848 1.77811 4.35942
20 H 2.50431 1.14536 3.64879
21 H 2.93823 1.26127 5.09454
22 O 2.22328 -1.81853 -3.42961
23 H 1.70452 -2.55462 -3.75408
24 H 1.60945 -1.08445 -3.40561
25 O -1.98853 -4.01259 0.89033
26 H -2.92683 -3.97916 1.07660
27 H -1.92532 -4.48521 0.06035

## Properties
SMILES: O.O.O.O.O.O.O.O.O
Orbital gap (eV): 11.17

Run D
Formula: H18O9
Source: the OMol25 dataset
Level of theory: wB97M-V/def2-TZVPD

Cartesian coordinates (Å):
1 O 0.96601 -1.29437 -3.20703
2 H 1.83976 -0.90525 -3.16976
3 H 0.65786 -1.27958 -2.30091
4 O -0.42008 2.80926 1.87553
5 H -0.11276 1.94748 1.59422
6 H 0.28128 3.14340 2.43470
7 O -0.33345 -0.30106 0.18624
8 H 0.14823 0.05616 0.93231
9 H 0.29042 -0.27052 -0.53907
10 O 0.45431 0.58109 1.94674
11 H 0.98784 0.85662 1.20131
12 H 1.05137 0.61347 2.69420
13 O -0.14613 1.31382 -2.04503
14 H -0.26533 1.93202 -2.76603
15 H -0.98809 0.86426 -1.97269
16 O -1.49853 0.25049 2.89530
17 H -0.74002 0.20608 2.31312
18 H -1.63333 1.18659 3.04285
19 O 1.06568 -1.34053 -1.13034
20 H 1.24567 -2.12597 -0.61370
21 H 1.63708 -0.67041 -0.75527
22 O -1.68234 -0.25803 -1.75924
23 H -0.80856 -0.38065 -1.38813
24 H -1.64303 -0.68884 -2.61310
25 O -0.23650 -2.10441 1.41938
26 H 0.22891 -2.76904 0.91157
27 H -0.34637 -1.37221 0.81273

## Properties
Orbital gap (eV): 9.29

Winner for stability: run A